Computed, not measured: 2 unconnected molecules or ions with the total composition C6H11N2 at a distorted geometry, with ωB97M-V/def2-TZVPD.

Calculated values
Energy relative to the best compared isomer or geometry (same formula, charge and spin) in kcal per mole: 87.1
Energy in eV: -9370.95915
Charge: +1

```
19
C6H11N2 ωB97M-V/def2-TZVPD
C -2.09264 -1.12764 1.30083
C -1.58155 -0.05917 0.31410
C -0.42998 -0.07617 -0.42775
C -0.05511 0.41430 -1.70087
N 1.34156 0.00470 -1.99823
C 1.84105 -0.54961 -0.87098
C 0.83918 -0.62307 0.13357
N 0.39635 1.61758 2.22781
H -1.25219 -1.78587 1.59172
H -2.68408 -0.65000 2.18268
H -2.24438 0.69171 0.02247
H -0.17740 1.99649 2.96803
H -0.67696 0.86987 -2.41302
H 1.60170 0.06574 -2.97682
H 2.84069 -0.90578 -0.51082
H 0.98782 -1.24467 1.06321
H -2.56829 -1.87272 0.63246
H -0.18803 1.34903 1.38712
H 1.07008 2.25827 1.95253
```